Computed, not measured: one molecule with the formula C6H10O, with ωB97M-V with the def2-TZVPD basis set.

Each line ends with the Mulliken charge.
Element x y z (Å)
O1 1.75216 -0.48245 -0.91272  -0.7190
C1 0.31262 -0.79760 1.20230  -0.6694
C2 0.24599 1.02291 0.10214  -0.1312
C3 -0.84762 -0.01074 0.53601  0.1197
C4 -1.68632 -0.71545 -0.51553  -1.4628
C5 1.15026 0.36921 1.08697  -0.2566
C6 1.05185 0.65644 -1.19974  -0.5470
H1 -2.36427 -0.01358 -1.01505  0.3332
H2 0.01621 2.09023 0.18205  0.4240
H3 0.42685 0.60141 -2.11615  0.3270
H4 0.23859 -1.43705 2.08612  0.4377
H5 1.71164 1.53511 -1.33396  0.3306
H6 -2.29915 -1.50036 -0.05574  0.3750
H7 2.00906 0.72405 1.65568  0.3893
H8 -1.49497 0.44326 1.29644  0.3930
H9 -1.05161 -1.18311 -1.27519  0.3497
H10 0.82871 -1.30228 0.27638  0.3067

- Net charge: 0
- E_LUMO (alpha / beta): -0.49 / -0.49 eV
- HOMO level (alpha / beta): -8.360 / -8.361 eV
- ΔE to the lowest compared entry with this formula, charge and spin: 98.6 kcal per mole
- E: -309.68516 hartree